Entry 1:
The following is a quantum chemistry calculation of one molecule with the formula C18H17N3O3S in a non-equilibrium geometry, from the Open Molecules 2025 dataset.

Each line ends with the natural charge from an NBO analysis.
Atoms and positions in Å:
C  5.31959  2.66234  0.55150  -0.2533
O  5.37877  1.37231  1.11289  -0.4863
C  4.42363  0.47254  0.77169  0.3195
C  4.56784  -0.80601  1.36169  -0.2215
C  3.69071  -1.80935  1.08302  -0.1762
C  2.60674  -1.59457  0.20374  0.1247
N  1.77854  -2.61817  -0.06490  -0.4078
C  0.78560  -2.44696  -0.89624  0.2261
C  -0.10441  -3.61366  -1.17694  -0.6442
C  0.52038  -1.19858  -1.50502  -0.2763
C  1.32982  -0.13118  -1.22184  -0.1469
S  0.95507  1.47279  -1.93283  0.2405
C  0.38181  2.33795  -0.41712  -0.6153
C  -1.11789  2.17230  -0.22696  0.6408
O  -1.88521  3.10393  -0.30760  -0.5938
N  -1.47254  0.88170  0.03829  -0.4431
N  -2.69272  0.31539  0.19849  -0.2417
C  -3.77649  0.99318  0.19165  0.0100
C  -5.02599  0.31249  0.36267  0.2060
C  -5.33393  -1.01739  0.54790  -0.2577
C  -6.73612  -1.08547  0.65361  -0.3177
C  -7.18393  0.19811  0.52700  0.1021
O  -6.16446  1.04458  0.35157  -0.3832
C  2.44465  -0.30032  -0.36611  -0.0272
C  3.36994  0.71771  -0.07673  -0.3447
H  5.38366  2.62734  -0.54036  0.1808
H  4.40419  3.18558  0.84590  0.1771
H  6.18191  3.19607  0.94684  0.2036
H  5.40399  -0.95532  2.02650  0.2274
H  3.80098  -2.79090  1.51505  0.2305
H  -0.08067  -3.85597  -2.23811  0.2223
H  0.23009  -4.47285  -0.60400  0.2367
H  -1.13232  -3.37526  -0.90831  0.2241
H  -0.32023  -1.09071  -2.17326  0.2367
H  0.59904  3.39464  -0.56627  0.2565
H  0.94178  1.95016  0.43319  0.2428
H  -0.74363  0.17661  0.05322  0.4053
H  -3.83555  2.07022  0.06045  0.2239
H  -4.63068  -1.82159  0.59980  0.2339
H  -7.33298  -1.96177  0.80290  0.2293
H  -8.17185  0.61481  0.54424  0.2035
H  3.24285  1.67328  -0.56118  0.2328

Cartesian forces, eV/Å:
C -0.014 0.221 -0.096
O 0.002 -0.356 0.122
C -0.300 0.036 -0.175
C 0.000 -0.062 0.006
C 0.205 0.196 0.078
C 0.065 0.839 -0.230
N -0.178 -0.566 0.051
C 0.027 -0.037 0.024
C -0.018 -0.038 -0.011
C 0.295 0.129 0.093
C -0.319 0.378 -0.366
S 0.084 -0.173 0.202
C 0.034 -0.153 -0.401
C 0.288 -0.059 0.087
O -0.285 0.150 -0.025
N 0.317 -0.171 0.127
N -0.574 -0.276 0.060
C 0.476 0.793 -0.153
C -0.169 -1.594 0.213
C 0.382 0.872 -0.134
C -0.384 0.533 -0.036
C -0.368 -0.860 0.127
O 0.284 0.520 -0.081
C 0.023 -0.662 0.217
C 0.442 0.361 0.199
H -0.022 -0.009 0.035
H 0.016 -0.036 -0.022
H -0.075 0.000 -0.050
H 0.092 -0.055 0.087
H 0.020 -0.111 0.059
H -0.060 -0.065 -0.087
H -0.010 -0.040 0.010
H -0.112 -0.037 -0.016
H -0.116 0.059 -0.032
H -0.085 -0.066 0.112
H 0.034 0.087 0.025
H -0.188 0.312 -0.026
H 0.203 -0.023 -0.010
H 0.205 -0.141 0.004
H -0.181 -0.132 0.030
H -0.069 0.156 -0.015
H 0.035 0.079 0.001

Summary:
LUMO energy (eV): -0.07
Total charge: 0
E_HOMO (eV): -8.09
Energy (eV): -40388.7077
SMILES: COc1ccc2nc(C)cc(SCC(=O)N/N=C/c3ccco3)c2c1
Relative energy (zero: lowest compared OMol25 entry of this formula, charge and spin) (kcal/mol): 78.71



Entry 2:
The following is a quantum chemistry calculation of C18H17N3O3S as an isolated structure in a non-equilibrium geometry, from the Open Molecules 2025 dataset.

Each line ends with the natural charge from an NBO analysis.
Atoms and positions in Å:
C  -0.57104  -1.79185  -4.13234  -0.6328
C  0.12643  -1.43553  -2.94698  -0.0957
C  0.24032  -2.43027  -1.99505  -0.2068
C  0.86587  -2.12465  -0.66389  -0.2343
C  1.49672  -0.72849  -0.39889  0.1177
C  1.47431  0.00905  -1.32322  -0.3144
C  0.73267  -0.31921  -2.42881  -0.0329
H  0.93477  0.59892  -3.38790  0.1713
H  2.12671  1.00772  -1.25923  0.2800
N  2.08651  -0.68954  0.82397  -0.5962
C  2.87333  0.29016  1.25873  0.6855
O  3.33079  1.31968  0.61128  -0.6180
C  2.61720  0.73866  2.85034  -0.4426
H  3.20393  -0.39733  3.24668  0.1990
H  3.30811  1.55803  3.06344  0.2704
C  1.18947  0.55831  3.41532  -0.3393
C  0.47708  -0.67694  3.58954  0.6401
O  1.00212  -1.57636  4.39782  -0.5685
N  -0.35892  -0.94540  2.55114  -0.5980
C  -0.74307  -0.13983  1.75878  0.4823
N  -1.44141  -0.27165  0.82165  -0.5172
C  -1.82567  0.14358  -0.24459  0.2124
C  -2.57777  -0.51452  -1.28406  -0.2485
C  -3.02992  -0.03151  -2.38565  -0.1854
C  -2.37693  1.54186  -2.91727  0.3610
C  -1.89550  2.18560  -1.96231  -0.3602
C  -1.64037  1.74932  -0.59530  -0.1930
H  -0.82380  2.17336  -0.08309  0.1953
H  -1.63704  3.11607  -2.03085  0.2045
O  -3.03618  1.98056  -3.96723  -0.6719
H  -3.38796  1.38187  -4.56673  0.4864
H  -3.53111  -0.31886  -3.15193  0.1719
H  -2.90776  -1.44989  -1.03364  0.1998
S  0.10309  1.57767  2.16102  0.0195
H  -0.93292  -1.79769  2.75292  0.4433
H  1.30638  1.06697  4.12958  0.2087
H  2.04942  -1.32120  1.44764  0.3926
H  0.78293  -3.14867  0.21159  0.2144
H  -0.23070  -3.39517  -1.95435  0.2108
H  -1.30835  -2.46417  -3.87063  0.2218
H  -0.94101  -0.87785  -4.60331  0.2314
H  0.13850  -2.54275  -4.63084  0.2358

Cartesian forces, eV/Å:
C 1.786 0.159 -2.355
C 1.636 0.217 4.360
C 1.855 0.134 6.713
C -1.201 -1.738 -0.865
C -1.806 -15.432 9.538
C 1.759 11.683 -9.494
C 0.471 4.740 -8.023
H -1.026 -2.561 2.932
H -1.827 -2.160 -0.409
N 2.495 6.067 -3.622
C -0.394 9.089 0.818
O -1.033 -4.813 1.263
C 3.212 -8.317 -1.617
H -1.210 3.369 -0.045
H -0.902 0.018 0.237
C -0.697 -1.315 -11.715
C 5.016 -5.223 2.620
O -3.479 3.642 -3.289
N 1.929 -10.486 10.500
C 0.269 11.831 -4.089
N -1.311 -6.257 2.711
C -2.787 10.931 -9.965
C 0.838 -0.386 3.363
C 5.446 8.546 -0.482
C -6.462 -9.734 -0.999
C 2.348 -0.291 7.063
C -0.279 -7.103 -1.699
H 0.341 1.162 0.847
H 1.379 5.711 -1.033
O 1.089 3.765 -0.245
H -0.569 -2.118 -1.298
H -3.532 -2.937 -4.213
H -0.731 -2.732 0.783
S -0.143 -2.057 0.997
H 0.786 0.637 -0.825
H 0.519 6.882 10.931
H -1.256 -6.392 4.917
H 0.523 3.720 -2.666
H -0.125 -0.389 -0.737
H -2.276 -0.923 0.539
H 0.177 -0.628 -0.876
H -0.827 1.687 -0.571

Summary:
LUMO energy (eV): -0.84
Total charge: 0
E_HOMO (eV): -7.25
Energy (eV): -40373.4512
Relative energy (zero: lowest compared OMol25 entry of this formula, charge and spin) (kcal/mol): 430.54



Entry 3:
The following is a quantum chemistry calculation of one molecule with the formula C18H17N3O4 in a non-equilibrium geometry, from the Open Molecules 2025 dataset.

Each line ends with the natural charge from an NBO analysis.
Atoms and positions in Å:
C  -5.09086  -3.49393  -0.61625  -0.2541
O  -5.46730  -2.18076  -0.96278  -0.4885
C  -4.69453  -1.15288  -0.53138  0.3317
C  -5.12541  0.12177  -0.88341  -0.2868
C  -4.41890  1.25159  -0.48511  0.3305
O  -4.95057  2.44220  -0.87258  -0.4889
C  -4.29650  3.63024  -0.49855  -0.2525
C  -3.25104  1.10946  0.25825  -0.3560
C  -2.81640  -0.16681  0.60052  -0.0231
C  -1.58893  -0.39341  1.41103  0.6514
O  -1.45651  -1.33614  2.16523  -0.6112
N  -0.61511  0.55012  1.26250  -0.6073
C  0.66352  0.39166  1.90302  -0.2965
C  1.76540  0.19158  0.92644  0.5177
N  3.03782  0.20314  1.16201  -0.4972
C  3.58823  -0.02228  -0.07402  0.2871
C  5.01634  -0.09617  -0.30272  -0.0439
C  5.51271  -0.33065  -1.58385  -0.1821
C  6.87716  -0.39816  -1.78783  -0.2150
C  7.75034  -0.23353  -0.72312  -0.1965
C  7.25793  -0.00094  0.55120  -0.2156
C  5.89455  0.06829  0.76593  -0.1859
N  2.67997  -0.15353  -1.00667  -0.1519
O  1.48605  -0.01560  -0.36818  -0.2769
C  -3.53336  -1.29420  0.22195  -0.3149
H  -4.11353  -3.75429  -1.03392  0.1793
H  -5.07101  -3.63223  0.46881  0.1810
H  -5.85202  -4.14082  -1.04931  0.2012
H  -6.02626  0.23841  -1.46227  0.2346
H  -4.90020  4.43862  -0.90772  0.2037
H  -4.24306  3.73636  0.58977  0.1768
H  -3.28785  3.68581  -0.92134  0.1742
H  -2.70857  1.97444  0.60419  0.2177
H  -0.68003  1.20708  0.50182  0.4042
H  0.58126  -0.49376  2.54766  0.2785
H  0.90727  1.25434  2.53435  0.2290
H  4.81679  -0.45670  -2.39830  0.2288
H  7.26456  -0.57992  -2.77938  0.2157
H  8.81653  -0.28669  -0.88777  0.2141
H  7.94010  0.12675  1.37861  0.2155
H  5.49111  0.24726  1.75037  0.2321
H  -3.15973  -2.25572  0.53280  0.2401

Cartesian forces, eV/Å:
C 0.072 -0.242 0.061
O -0.038 0.348 -0.057
C 0.063 0.343 0.017
C 0.025 0.027 0.042
C -0.087 -0.281 -0.109
O -0.112 -0.328 -0.035
C 0.113 0.196 0.064
C 0.119 0.156 0.040
C -0.536 -0.113 -0.232
C 0.138 0.133 0.099
O -0.071 -0.217 0.002
N 0.179 0.283 -0.088
C -0.250 -0.082 0.281
C 0.710 -0.037 -0.230
N -0.345 0.081 0.397
C -1.203 0.023 -0.017
C 0.623 -0.050 -0.178
C -0.064 0.032 0.177
C 0.036 -0.012 -0.069
C 0.041 0.005 0.020
C 0.110 -0.001 -0.009
C -0.202 -0.019 -0.122
N 1.030 -0.131 -0.651
O -0.561 0.119 0.729
C 0.099 -0.172 0.063
H -0.034 0.017 0.027
H 0.009 0.011 -0.042
H 0.082 0.011 0.050
H -0.139 0.019 -0.088
H 0.080 -0.024 0.050
H 0.009 -0.014 -0.043
H -0.034 -0.014 0.027
H 0.021 0.101 0.029
H -0.107 -0.101 0.016
H 0.092 0.222 -0.108
H 0.029 -0.170 -0.090
H -0.033 -0.020 -0.117
H 0.022 -0.014 -0.076
H 0.078 -0.006 -0.012
H 0.046 0.008 0.064
H -0.011 0.016 0.087
H 0.001 -0.103 0.027

Summary:
LUMO energy (eV): 0.54
Total charge: 0
E_HOMO (eV): -8.76
Energy (eV): -31601.2784
SMILES: COc1cc(OC)cc(C(=O)NCc2nc(-c3ccccc3)no2)c1
Relative energy (zero: lowest compared OMol25 entry of this formula, charge and spin) (kcal/mol): 26.54



> Which value of total charge does entry 2 give?

0



> What is the total charge in the first record?

0



> The lowest E_HOMO belongs to which entry?

C18H17N3O4